{"formula": "C5H14NO2", "method": "ωB97M-V/def2-TZVPD", "charge": -1, "gap_ev": 7.0, "elements": ["C", "C", "N", "C", "C", "C", "O", "H", "H", "H", "H", "H", "H", "H", "H", "H", "H", "H", "H", "H", "H", "O"], "coordinates": [[-3.470, 0.447, -0.499], [-2.048, 0.658, -0.028], [-1.494, -0.642, 0.308], [0.359, 0.792, 1.329], [0.414, -0.584, 0.603], [1.756, -0.666, -0.216], [2.975, -0.424, 0.458], [-3.309, -0.133, -1.440], [-4.115, -0.130, 0.227], [-4.028, 1.442, -0.685], [-1.397, 1.062, -0.950], [-2.054, 1.478, 0.670], [0.506, -1.408, 1.310], [0.253, 1.592, 0.603], [1.248, 0.998, 1.916], [-0.536, 0.824, 1.980], [-0.517, -0.952, -0.115], [1.573, 0.090, -0.937], [2.016, -1.508, -0.833], [3.721, -0.894, -0.217], [3.886, -0.592, -1.852], [4.260, -1.452, -1.629]], "forces_ev_per_angstrom": [[-1.0, 0.0, -0.7], [2.5, 0.6, -3.1], [-0.8, -0.7, 1.0], [-0.3, -0.9, 0.3], [2.7, 1.6, 4.3], [0.1, 0.5, -1.5], [-0.1, -0.3, 0.2], [-1.0, 0.4, 0.6], [0.9, 0.4, -0.7], [1.1, -1.5, 0.1], [-1.6, -0.3, 1.6], [0.4, 0.0, 1.0], [-0.7, 0.2, 0.3], [0.1, 0.1, -0.2], [0.3, -0.2, 0.0], [0.7, 0.0, -0.2], [-1.0, -0.5, -2.4], [0.2, 1.4, -1.2], [-1.0, -1.2, -0.1], [-1.0, 0.1, 0.2], [0.2, 0.1, -0.6], [-0.3, 0.4, 1.2]]}


{"formula": "C5H14NO2", "method": "ωB97M-V/def2-TZVPD", "charge": -1, "gap_ev": 7.3, "elements": ["C", "N", "C", "C", "C", "O", "C", "H", "H", "H", "H", "H", "H", "H", "H", "H", "H", "H", "H", "H", "H", "O"], "coordinates": [[-0.222, 1.896, 0.631], [-0.402, 0.616, 1.269], [-1.747, 0.002, 1.048], [-1.598, -1.198, 0.180], [-0.782, -1.074, -1.222], [0.337, -1.843, -1.181], [1.270, 2.257, 0.463], [-0.714, 1.967, -0.354], [-0.659, 2.726, 1.211], [0.290, 0.002, 0.844], [-2.178, -0.295, 2.007], [-2.332, 0.845, 0.649], [-0.952, -1.942, 0.644], [-2.542, -1.710, -0.059], [-1.472, -1.563, -1.947], [-0.652, 0.004, -1.430], [1.255, 3.222, -0.045], [1.784, 2.342, 1.420], [1.779, 1.470, -0.098], [2.959, -0.833, -0.120], [1.636, -1.106, -0.995], [2.544, -0.644, -0.945]], "forces_ev_per_angstrom": [[0.5, 0.9, 0.1], [0.0, -0.4, 0.1], [1.1, 1.1, 0.3], [0.3, -0.9, -1.9], [-1.0, -1.3, 1.1], [0.6, 0.6, 0.2], [-0.9, -0.4, 0.0], [0.1, -0.2, 0.0], [-0.2, -0.3, 0.2], [-0.1, -0.1, 0.1], [-0.1, 0.2, 0.1], [-0.4, -0.6, -0.2], [-0.1, 0.0, 0.5], [-0.1, 0.3, 0.4], [-0.2, 0.8, -0.3], [0.1, 0.0, -0.3], [0.6, 0.0, -0.1], [-0.1, 0.1, 0.2], [0.0, 0.2, -0.3], [0.2, -0.4, 0.8], [-0.5, -0.6, 0.0], [0.4, 0.9, -0.9]]}


The energy relative to the best compared isomer or geometry (same formula, charge and spin) results, record by record, are as follows: 559.13, 63.75 kJ/mol.
The electronic energy results, record by record, are as follows: -10991.8108, -10996.9450 eV.